(1)
{
  "formula": "C23H35ORuS",
  "method": "the ωB97M-V functional and the def2-TZVPD basis",
  "elements": ["C", "O", "H", "C", "C", "H", "C", "C", "H", "C", "C", "H", "H", "H", "H", "H", "H", "H", "Ru", "C", "H", "H", "H", "H", "H", "H", "H", "H", "H", "C", "C", "C", "H", "C", "H", "H", "H", "C", "H", "H", "H", "C", "H", "H", "C", "H", "H", "C", "H", "H", "C", "H", "C", "S", "C", "C", "C", "C", "H", "H", "C"],
  "xyz": [[0.425, 2.130, 1.725], [-2.914, 0.118, -1.095], [-4.063, 2.551, -1.657], [-3.411, 1.693, 0.995], [-1.593, -3.216, -0.641], [-1.310, -0.514, 3.789], [0.500, 0.626, 3.826], [0.631, 0.012, -2.102], [1.458, 2.449, 1.858], [1.663, -0.110, 3.189], [2.137, -1.715, -0.917], [2.378, 3.645, -0.234], [2.694, -2.120, -1.776], [-2.789, 2.144, 1.774], [-1.282, -0.823, -2.557], [-2.840, 3.680, -0.951], [-0.939, 1.618, -3.703], [-4.214, 2.383, 0.705], [0.184, 1.118, -0.012], [3.435, 1.037, 0.199], [3.715, 0.076, 0.641], [-0.813, -0.385, 5.436], [0.058, -1.970, -2.652], [4.292, 1.421, -0.373], [0.407, -6.088, 0.507], [1.494, -0.117, 2.107], [0.548, 2.493, -4.108], [1.661, -1.174, 3.467], [-0.883, -2.140, 1.400], [-1.063, -5.440, -0.944], [2.229, 0.891, -0.658], [1.556, 2.000, -1.307], [-0.168, -0.753, -3.936], [1.917, 3.437, -1.204], [-0.526, 3.141, -2.864], [-1.146, -6.405, -1.484], [-2.455, 2.731, -2.429], [-0.227, -5.279, 0.167], [1.285, -2.380, -0.738], [1.017, 4.055, -1.297], [2.617, 3.741, -1.994], [-0.162, 1.398, 2.866], [2.701, 0.206, 3.311], [0.475, -3.995, 1.840], [-1.853, -4.330, -1.356], [-3.830, 0.739, 1.328], [-1.253, 1.292, 2.822], [-0.230, -0.935, -2.853], [0.035, -1.435, 4.341], [3.244, 1.744, 1.013], [-0.420, -0.441, 4.419], [-0.208, 2.971, 1.382], [0.602, 1.440, -2.241], [-2.417, 1.363, -0.455], [-0.122, 2.212, -3.279], [-2.994, 2.731, -1.478], [-0.180, -4.090, 0.962], [1.673, -0.329, -1.185], [2.796, -1.752, -0.044], [-2.570, -4.400, -2.190], [-0.954, -2.948, 0.644]],
  "e_above_lowest_kj_mol": 307.8,
  "multiplicity": 5,
  "charge": 1,
  "s_squared": 6.07,
  "homo_lumo_gap_ev": [6.8305, 6.1986]
}



(2)
{
  "formula": "C6H12O",
  "method": "the ωB97M-V functional and the def2-TZVPD basis",
  "elements": ["H", "H", "C", "O", "H", "H", "H", "H", "C", "C", "C", "C", "H", "H", "C", "H", "H", "H", "H"],
  "xyz": [[-1.115, -2.833, 1.222], [-2.132, 1.119, 0.837], [-1.141, 1.210, 0.380], [0.576, -1.823, -0.300], [-1.095, 2.195, -0.095], [-0.398, 1.215, 1.185], [1.359, 1.804, -1.216], [-1.469, -1.204, 1.877], [2.550, 0.161, -0.615], [-0.439, -1.230, -0.011], [-0.885, 0.081, -0.640], [-1.423, -1.818, 0.972], [3.298, -0.221, 0.075], [-2.424, -1.825, 0.526], [2.117, 1.414, -0.540], [-1.827, -0.177, -1.140], [2.139, -0.562, -1.311], [2.494, 2.102, 0.210], [-0.186, 0.390, -1.418]],
  "e_above_lowest_kj_mol": 134.2,
  "multiplicity": 1,
  "charge": 0,
  "smiles": "CCC(C)=O.C=C",
  "homo_lumo_gap_ev": 10.3288
}



(3)
{
  "formula": "C44H38CdCl2N4O4S2",
  "method": "the ωB97M-V functional and the def2-TZVPD basis",
  "elements": ["C", "H", "O", "H", "C", "C", "H", "C", "H", "H", "H", "O", "H", "C", "C", "H", "H", "C", "C", "H", "C", "H", "C", "C", "C", "H", "H", "C", "S", "O", "C", "C", "H", "C", "C", "Cl", "C", "C", "H", "H", "H", "H", "H", "H", "Cl", "C", "H", "C", "C", "C", "H", "C", "H", "C", "H", "H", "H", "C", "C", "N", "H", "C", "C", "H", "H", "N", "C", "H", "N", "H", "H", "Cd", "C", "C", "H", "C", "C", "C", "C", "S", "C", "C", "C", "H", "C", "N", "O", "C", "C", "C", "H", "C", "H", "H", "H"],
  "xyz": [[2.336, -0.699, 6.252], [6.611, -4.111, -2.353], [-2.802, 1.682, -0.514], [-0.920, 0.686, 5.713], [2.297, -1.993, 5.609], [0.290, -2.769, -4.048], [-4.885, -0.175, -2.405], [5.726, -4.030, -1.734], [-0.909, 3.054, -1.959], [0.743, 2.353, -6.553], [-1.052, -0.607, 3.621], [-0.709, -0.864, 1.050], [1.547, 4.398, -0.675], [-1.130, 2.591, 4.736], [-4.083, 0.410, 1.795], [-6.150, 0.458, 2.356], [2.308, -2.915, 6.175], [0.359, 2.508, -5.550], [2.200, -2.011, 4.251], [-3.959, 1.478, 1.915], [4.811, -5.068, -1.673], [2.556, 2.434, 3.907], [-3.179, -1.746, 1.289], [-3.906, 2.259, -2.543], [-0.570, 2.889, -2.976], [-1.060, 4.877, -3.602], [0.849, 0.519, -4.909], [5.485, -2.882, -0.999], [1.793, 1.133, 0.403], [1.218, 1.194, -1.482], [2.346, 0.415, 5.498], [4.345, -2.775, -0.223], [-0.816, 1.871, -0.048], [-1.268, 3.233, 3.514], [2.348, 0.360, 4.038], [4.130, -1.298, 0.650], [-1.299, 1.106, 2.366], [-0.048, 1.642, -3.323], [-1.504, 3.021, 1.402], [-4.288, 1.867, -3.487], [1.965, -4.113, -4.222], [2.342, -0.632, 7.335], [-0.385, -3.413, -4.601], [-1.197, -1.258, -3.701], [2.572, -6.292, -0.897], [-4.416, 0.078, -1.451], [3.491, -2.633, -2.957], [-1.563, 0.202, 1.142], [0.682, -0.732, -2.805], [-5.498, -1.539, 1.910], [-1.302, 4.316, 3.471], [0.188, 0.599, -2.208], [6.183, -2.054, -1.016], [3.363, -3.788, -0.143], [-1.062, 3.166, 5.653], [-6.467, -1.988, 2.102], [-3.982, -0.824, -1.025], [-1.054, 1.204, 4.771], [-3.332, 1.126, -1.705], [2.651, 1.683, 1.966], [-5.168, 0.465, -0.764], [1.997, -1.130, -2.606], [-1.173, 0.273, -1.452], [1.961, 3.102, -1.586], [-0.227, 4.544, -5.918], [2.809, 2.971, 1.483], [3.671, -4.942, -0.899], [2.649, -0.481, -2.034], [2.195, -0.924, 3.441], [-3.141, 3.003, -2.753], [4.973, -5.983, -2.227], [1.357, -1.219, 1.487], [2.461, -2.336, -3.125], [2.497, 1.511, 3.343], [-4.720, 2.725, -1.984], [0.421, 1.472, -4.621], [1.609, -3.161, -3.841], [-0.178, 3.735, -5.198], [2.290, 2.821, 0.313], [1.887, -3.696, 0.760], [-1.363, 2.495, 2.339], [-5.319, -0.167, 2.047], [-1.537, 1.072, -0.191], [2.358, 1.399, 5.956], [-2.995, -0.372, 1.398], [2.241, 3.672, -0.792], [-2.248, 0.530, -2.374], [-0.169, -1.563, -3.538], [-4.419, -2.327, 1.536], [-1.123, 0.475, 3.596], [2.117, -2.963, 3.734], [-0.642, 3.919, -3.897], [-1.160, -0.782, -1.190], [-2.316, -2.337, 1.010], [-4.538, -3.402, 1.441]],
  "multiplicity": 1,
  "charge": -2,
  "homo_lumo_gap_ev": 4.4144
}



(4)
{
  "formula": "C3H4N2O",
  "method": "the ωB97M-V functional and the def2-TZVPD basis",
  "elements": ["N", "H", "H", "C", "O", "H", "C", "N", "H", "C"],
  "xyz": [[-0.829, -1.858, -0.192], [1.741, 1.443, -0.706], [-1.113, -2.465, 1.633], [-0.576, -1.741, 1.157], [-0.107, -0.699, 1.669], [0.417, 2.257, 0.000], [0.053, 0.227, -0.442], [-0.437, -0.803, -0.796], [0.210, 2.103, -1.637], [0.641, 1.534, -0.686]],
  "e_above_lowest_kj_mol": 372.4,
  "multiplicity": 1,
  "charge": 0,
  "homo_lumo_gap_ev": 9.1817
}



(5)
{
  "formula": "CH5N3",
  "method": "the ωB97M-V functional and the def2-TZVPD basis",
  "elements": ["C", "H", "N", "H", "H", "H", "N", "N", "H"],
  "xyz": [[1.073, 0.447, 0.004], [-0.755, 1.617, -0.031], [-0.364, 0.620, -0.218], [-1.421, -0.690, 1.041], [1.095, -1.340, -0.329], [-1.947, -0.732, -0.673], [-1.098, -0.588, -0.012], [1.770, -0.649, -0.089], [1.648, 1.315, 0.307]],
  "e_above_lowest_kj_mol": 245.4,
  "multiplicity": 1,
  "charge": 0,
  "smiles": "[H]/N=C\\NN",
  "homo_lumo_gap_ev": 9.9951
}



(6)
{
  "formula": "C6H14N2",
  "method": "the ωB97M-V functional and the def2-TZVPD basis",
  "elements": ["C", "C", "H", "N", "C", "H", "C", "H", "H", "H", "H", "N", "H", "C", "H", "H", "C", "H", "H", "H", "H", "H"],
  "xyz": [[1.109, -1.545, -0.797], [-0.284, -1.178, -1.454], [-1.600, 0.360, 2.025], [0.123, 1.139, 1.439], [-1.121, 1.015, 1.300], [-1.542, 1.946, -0.598], [0.923, 1.997, 0.609], [0.503, 2.226, -0.374], [1.004, -1.111, 1.301], [-1.211, -1.323, -0.915], [2.047, -2.481, 0.886], [0.448, -2.370, -1.752], [1.995, -0.997, -1.117], [1.112, -1.974, 0.645], [1.886, 1.510, 0.468], [-2.876, 1.003, 0.080], [-2.048, 1.669, 0.318], [-0.245, -0.316, -2.110], [0.284, -2.654, 0.823], [1.092, 2.940, 1.133], [0.861, -2.449, -2.675], [-2.458, 2.594, 0.764]],
  "e_above_lowest_kj_mol": 222.9,
  "multiplicity": 1,
  "charge": 0,
  "smiles": "C[C@@H]1CN1.C/C=N\\C",
  "homo_lumo_gap_ev": 9.9930
}



(7)
{
  "formula": "C8H10N4",
  "method": "the ωB97M-V functional and the def2-TZVPD basis",
  "elements": ["C", "N", "H", "H", "C", "H", "C", "H", "H", "C", "H", "C", "N", "C", "H", "H", "H", "C", "H", "N", "N", "C"],
  "xyz": [[2.228, 0.728, -0.581], [-2.499, -1.127, -0.715], [0.339, 0.790, -1.720], [-0.307, 0.115, 2.467], [0.212, -0.128, 1.539], [-0.106, -2.383, 1.293], [-1.571, -0.960, 0.357], [0.303, -1.762, -1.445], [1.281, -0.185, 1.737], [-0.326, -1.404, 0.902], [2.700, 1.089, -1.498], [-0.140, 0.878, 0.412], [2.863, -0.537, -0.237], [0.745, 0.393, -0.791], [0.011, 1.932, 0.639], [2.426, 1.449, 0.211], [-3.411, -1.558, -0.598], [-1.511, 0.404, 0.119], [-3.277, 0.822, -1.022], [-2.423, 0.276, -0.966], [2.099, -1.496, -0.391], [0.810, -1.123, -0.742]],
  "e_above_lowest_kj_mol": 529.7,
  "multiplicity": 1,
  "charge": 0,
  "homo_lumo_gap_ev": 8.6316
}



(8)
{
  "formula": "C3H6N2O3",
  "method": "the ωB97M-V functional and the def2-TZVPD basis",
  "elements": ["C", "C", "N", "H", "H", "H", "O", "O", "H", "N", "H", "H", "O", "C"],
  "xyz": [[0.740, 0.529, -0.127], [-0.439, -0.197, 0.225], [-1.770, 0.295, -0.496], [0.348, -2.099, 0.812], [2.623, 0.451, -0.510], [-0.058, -1.998, -0.921], [1.819, -0.086, -0.595], [0.754, 1.852, -0.029], [-0.974, 1.231, 1.544], [-0.849, 0.218, 1.531], [1.285, 2.265, -0.728], [-1.346, -2.096, 0.306], [-1.776, 1.333, -1.095], [-0.357, -1.697, 0.084]],
  "e_above_lowest_kj_mol": 665.8,
  "multiplicity": 1,
  "charge": 0,
  "homo_lumo_gap_ev": [7.0000, 7.0776]
}



(9)
{
  "formula": "C3H3FO2",
  "method": "the ωB97M-V functional and the def2-TZVPD basis",
  "elements": ["C", "H", "H", "H", "C", "O", "F", "O", "C"],
  "xyz": [[-2.840, 0.166, 0.197], [-2.975, 2.773, 1.208], [0.696, 0.699, 0.537], [0.150, -0.912, 1.150], [-2.738, 1.339, 0.161], [-2.939, 2.627, 0.312], [-2.514, -1.080, -0.008], [1.223, -0.950, -0.507], [0.635, -0.339, 0.337]],
  "e_above_lowest_kj_mol": 426.6,
  "multiplicity": 1,
  "charge": 0,
  "smiles": "OC#CF.C=O",
  "homo_lumo_gap_ev": 10.2709
}



How do the records compare in F_max? In the order shown, they have 4.3 0.5 0.7 4.7 3.1 2.1 3.2 1.0 3.5 eV/A.
How do the records compare in energy? In the order shown, they have -1465.1761 -311.0082 -4103.9757 -301.3454 -205.2976 -346.4423 -529.6701 -452.9474 -366.2856 hartree.